C23H29Cl5LaNO2P2 | ωB97M-V with the def2-TZVPD basis set

Structure (XYZ):
```
63
Properties=species:S:1:pos:R:3:forces:R:3:nbo_charge:R:1
C -0.511401 3.673461 -2.061534 1.63 1.93 0.88 -0.27
C -0.669636 2.363294 -1.533190 -0.30 -1.28 -0.11 0.20
N 0.256604 1.886438 -0.578556 0.24 0.88 -0.20 -0.74
C 1.237620 2.732600 -0.139920 -0.33 0.30 -0.53 0.26
C 1.357355 4.041588 -0.588364 1.24 -0.81 1.29 -0.36
C 0.480179 4.529900 -1.543394 -2.26 -1.41 -1.71 -0.15
C -1.715854 1.576286 -2.019029 -0.42 -0.61 0.06 -0.74
P -2.259588 -0.039521 -1.332569 0.19 1.96 -1.02 0.73
La -0.072695 -0.283183 0.629462 0.02 -0.52 -0.45 1.74
P 2.675753 0.402911 0.756406 1.43 0.59 0.21 0.75
C 2.230678 2.199914 0.898727 -0.23 0.01 -0.73 -0.73
C 0.024950 -2.918235 -0.698089 -0.79 0.19 -2.94 -0.37
C -0.961878 -3.445408 0.202127 -0.67 -0.24 1.61 -0.36
C -0.797942 -4.696655 0.886070 1.85 1.03 -1.09 -0.17
C 0.410303 -5.425919 0.720729 -1.93 -0.28 0.90 -0.36
C 1.477696 -4.878033 0.003297 -0.18 0.88 -0.54 -0.19
C 1.306935 -3.660808 -0.635523 0.90 0.75 -0.57 -0.28
O -0.611821 1.437552 -6.129340 0.06 0.05 -0.86 -0.94
O 1.392370 -1.649980 -3.352005 1.58 0.39 1.40 -0.93
H -1.210737 3.999126 -2.825359 0.17 0.04 0.14 0.22
H 2.171467 4.656710 -0.199587 -0.27 -0.16 -0.10 0.21
H 0.570213 5.535100 -1.931528 0.02 0.05 0.04 0.21
C -3.836281 0.380509 -0.484409 -0.22 -0.34 0.04 -0.93
C -2.831420 -0.961900 -2.809595 0.07 -0.23 -0.01 -0.92
H 3.169386 2.741264 0.783128 -0.01 0.21 0.23 0.25
H 1.849912 2.370488 1.901056 -0.10 0.07 0.27 0.25
H -1.095548 1.400106 -6.977429 0.24 -0.01 0.66 0.47
H -2.335341 1.999750 -2.851359 0.56 -0.36 0.92 0.22
C 3.387686 0.117593 2.429692 0.08 -0.16 0.11 -0.92
C 4.189249 0.468931 -0.265392 0.14 -0.24 -0.30 -0.92
H -1.882426 -2.885912 0.324072 -0.44 -0.34 -0.25 0.20
H -1.598895 -5.111200 1.495450 0.11 0.26 -0.16 0.21
H 0.484076 -6.413660 1.174860 0.07 0.25 -0.10 0.20
H 2.414299 -5.472407 -0.070195 -0.60 0.87 0.00 0.22
H 2.161651 -3.168660 -1.113106 -0.25 -0.46 -0.12 0.20
H 0.155046 -1.628139 -1.007359 2.52 2.01 2.55 -0.14
H 0.941847 -0.951595 -3.808604 -0.50 0.65 -0.49 0.48
H 2.050871 -1.156489 -2.779658 -1.19 -0.92 -0.96 0.47
H 0.287799 1.671420 -6.406199 -0.29 -0.06 0.22 0.47
H -0.370097 -2.226994 -1.581034 -0.68 -5.54 -0.89 0.23
H -4.583940 0.733893 -1.204580 0.11 -0.10 0.09 0.23
H -4.211032 -0.510075 0.038404 -0.10 0.21 -0.10 0.23
H -3.669098 1.176983 0.245724 0.10 -0.18 -0.09 0.25
H -3.775083 -0.531190 -3.167262 0.18 -0.12 0.07 0.23
H -2.085344 -0.877605 -3.612741 -0.16 -0.07 0.33 0.25
H -2.973711 -2.019572 -2.550835 -0.06 0.22 -0.18 0.24
H 5.007279 0.960001 0.289953 -0.34 -0.13 -0.28 0.23
H 4.491465 -0.561025 -0.524397 -0.05 0.46 0.07 0.25
H 3.977547 1.021125 -1.195271 0.11 -0.20 0.31 0.25
H 4.342781 0.664484 2.530902 -0.45 -0.20 0.08 0.23
H 2.675757 0.448882 3.205549 0.30 -0.16 -0.28 0.25
H 3.566025 -0.962909 2.562729 -0.01 0.44 0.01 0.25
Cl 0.304391 -1.868024 3.100407 -0.15 0.04 0.65 0.05
C -0.693880 -0.489171 3.655059 -0.86 1.54 0.58 -0.05
C -1.007889 0.478257 2.719583 -0.71 0.04 1.09 -0.66
C -1.725846 1.615264 3.057284 0.31 -1.09 1.18 0.05
Cl -2.036351 2.798493 1.825675 -0.09 0.11 0.07 0.05
C -2.176524 1.774804 4.373233 0.34 -0.53 -0.20 -0.12
Cl -3.067372 3.163559 4.794768 -0.28 0.37 0.30 0.06
C -1.897794 0.772010 5.340424 0.51 -0.15 -1.38 -0.10
Cl -2.464123 0.953479 6.928358 -0.14 0.03 0.50 0.08
C -1.141455 -0.369260 4.982008 -0.02 0.36 -0.61 -0.09
Cl -0.778182 -1.582621 6.122270 0.05 -0.28 0.41 0.06
```
Forces are in eV/Å.

The calculation puts the orbital gap at 0.1729 Ha. The energy above the lowest of the compared OMol25 structures with the same formula, charge and spin is 300.75 kJ/mol. The calculation puts the total energy at -4114.0914 hartree. The calculation puts the HOMO energy at -4.8 eV.

=====

C30H63I2O23P5 | ωB97M-V with the def2-TZVPD basis set

Structure (XYZ):
```
123
Properties=species:S:1:pos:R:3:forces:R:3:mulliken_charge:R:1
O -10.010659 -1.166167 1.120381 5.23 0.32 -8.59 -0.54
C -9.297721 -1.177016 -0.037630 -2.82 0.16 4.38 0.43
O -8.734980 0.036007 -0.719053 -2.65 -3.17 0.58 -0.31
C -8.676774 -0.425806 -2.126686 -0.72 -1.48 -0.74 0.11
C -8.005187 0.536179 -3.271486 0.60 -0.16 0.10 -0.31
C -7.306817 1.907774 -2.707694 -0.38 0.41 0.31 -0.08
C -6.392108 2.593228 -3.929050 0.14 -1.80 0.58 -0.72
C -4.914478 1.863825 -3.824423 2.88 -1.28 -0.36 0.39
C -4.623326 0.580894 -4.853045 3.09 0.63 2.43 -0.40
C -3.208219 -0.284133 -4.834482 -1.03 3.84 3.16 -0.43
C -2.069327 0.192092 -3.720840 -3.86 1.67 -0.90 -0.32
C -2.351893 1.486834 -2.743954 -2.14 -0.82 -1.78 -0.37
C -3.750262 2.372067 -2.740605 0.48 -4.20 -3.28 -0.45
C -7.984796 -1.909444 -1.816142 -1.21 0.81 -0.99 0.31
I -6.294523 -1.333424 -0.544243 0.64 -1.43 -1.70 0.41
C -7.766629 -2.955429 -3.059903 -0.34 -0.22 0.26 -0.93
C -6.212600 -3.130095 -3.553017 0.05 -0.58 -1.32 -0.22
C -5.338849 -4.201043 -2.638461 -2.22 0.50 0.75 -0.73
I -3.294311 -3.394942 -2.443306 -1.07 -0.78 -0.04 0.06
O -8.977925 -2.415884 -0.817147 0.07 4.22 0.98 -0.31
H -9.817134 -0.622662 -2.381363 2.38 0.21 0.08 0.33
H -7.175948 -0.109516 -3.827736 -1.64 1.31 1.26 -0.20
H -8.823212 0.799466 -4.100034 1.70 -0.54 2.03 0.29
H -8.161735 2.648088 -2.362964 1.68 -1.46 -0.80 0.35
H -6.647005 1.704574 -1.734278 -1.36 0.29 -2.33 -0.01
H -6.358424 3.762986 -3.849741 0.08 -2.42 -0.16 0.33
H -6.924288 2.231318 -4.934423 1.37 1.10 2.03 0.29
H -5.430041 0.249879 -5.633559 1.57 0.89 1.69 0.29
H -3.056333 -1.206010 -5.572686 -0.31 2.30 1.89 0.30
H -1.084309 -0.442984 -3.692114 -1.97 1.69 0.19 0.41
H -1.490155 1.800228 -1.983689 -2.12 -0.81 -1.88 0.30
H -3.940624 3.287341 -2.016433 0.53 -2.22 -1.71 0.30
H -8.193696 -4.020474 -2.733807 0.92 2.38 -0.60 0.30
H -8.441076 -2.573501 -3.963225 1.47 -0.75 1.94 0.34
H -5.659354 -2.087670 -3.700378 -1.22 -2.23 0.63 0.07
H -6.259404 -3.616012 -4.641591 0.01 1.15 2.24 0.28
H -5.357459 -5.299085 -3.042104 0.27 2.31 0.56 0.37
H -5.877849 -4.209911 -1.573819 1.66 -0.02 -2.14 0.27
C 3.051806 -1.541772 -0.826385 -0.55 -0.27 0.72 -0.57
O 3.911100 -1.346619 -1.931711 -0.02 0.38 -0.83 -0.30
P 3.325759 -0.520929 -3.183066 -0.76 0.55 -0.60 0.90
O 1.853839 -0.245071 -3.140867 1.96 -0.51 0.24 -0.45
O 3.825384 -1.371342 -4.453985 0.22 1.57 0.88 -0.38
C 3.311783 -2.677868 -4.601499 -0.30 -0.77 -0.02 -0.62
O 4.270245 0.779660 -3.252390 -0.43 -1.70 -1.02 -0.33
C 4.078888 1.788266 -2.287835 -0.21 0.75 0.62 -0.61
H 2.290194 -2.286415 -1.078066 0.00 0.20 0.14 0.28
H 3.641160 -1.909945 0.016589 0.08 0.05 -0.24 0.26
H 2.574644 -0.602393 -0.536539 -0.08 -0.16 -0.01 0.25
H 2.236234 -2.701417 -4.405330 0.06 -0.01 -0.03 0.28
H 3.828426 -3.352197 -3.914828 -0.08 -0.03 -0.02 0.25
H 3.491137 -3.012131 -5.626873 0.03 0.23 0.17 0.24
H 4.512146 1.478909 -1.333908 -0.01 0.05 0.01 0.26
H 3.015577 2.008782 -2.159403 0.06 -0.03 0.00 0.30
H 4.584375 2.695396 -2.627922 0.01 -0.26 -0.01 0.22
C -2.709315 1.163043 4.923642 -0.04 0.56 0.75 -0.64
O -2.803088 0.241571 3.855789 -0.02 0.02 -0.95 -0.32
P -2.810343 0.842469 2.362756 -0.27 0.79 -0.73 0.88
O -2.950678 2.331027 2.268282 0.29 -2.04 0.42 -0.68
O -3.967891 -0.000836 1.629965 1.91 0.27 -0.02 -0.16
C -5.287987 0.166170 2.101148 -0.67 0.31 0.79 -0.22
O -1.476071 0.231535 1.703310 -1.75 -0.11 -0.15 -0.22
C -0.236727 0.776536 2.092245 0.65 0.41 0.22 -0.49
H -3.661952 1.688719 5.042119 0.23 0.06 0.03 0.27
H -2.491363 0.614850 5.843140 -0.05 -0.10 -0.24 0.24
H -1.905598 1.881626 4.745297 -0.17 0.04 0.07 0.31
H -5.509497 1.221535 2.282745 0.00 -0.04 -0.03 0.32
H -5.420679 -0.404187 3.023235 -0.06 0.03 -0.01 0.30
H -5.981171 -0.215425 1.346713 0.40 0.50 0.81 -0.40
H 0.038919 0.406670 3.082503 0.04 0.04 0.00 0.28
H -0.276434 1.869283 2.101055 0.01 -0.07 0.02 0.36
H 0.523157 0.461163 1.373095 -0.24 -0.05 0.05 0.00
C 9.052403 1.572621 -2.829762 -0.53 -0.79 -0.21 -0.59
O 9.873955 2.716337 -2.706541 -0.07 0.95 0.23 -0.30
P 9.176323 4.072531 -2.192414 -0.82 0.58 0.29 1.00
O 7.680306 4.039723 -2.119736 2.03 -0.26 -0.16 -0.60
O 9.788559 5.196307 -3.167275 0.00 -0.58 1.71 -0.37
C 9.463571 5.111213 -4.538297 -0.19 -0.12 -0.80 -0.64
O 9.928404 4.381250 -0.804085 -0.19 0.76 -1.91 -0.33
C 9.598637 3.593579 0.316227 -0.29 -0.54 0.79 -0.60
H 8.402684 1.677503 -3.704262 -0.03 -0.11 0.21 0.27
H 9.689017 0.695255 -2.965586 0.07 0.25 0.02 0.26
H 8.448335 1.431284 -1.930175 -0.05 -0.03 -0.18 0.30
H 8.402337 4.886786 -4.677059 0.07 0.03 0.00 0.31
H 10.071004 4.335107 -5.009298 -0.07 0.02 -0.04 0.26
H 9.686521 6.070812 -5.012378 0.00 -0.13 0.25 0.24
H 10.072611 2.612699 0.234892 -0.02 0.02 0.08 0.26
H 8.515088 3.476867 0.405949 0.07 -0.01 -0.01 0.35
H 9.970987 4.092605 1.214219 0.01 -0.07 -0.23 0.16
C -9.190777 -4.115484 6.116414 0.26 0.55 0.67 -0.61
O -9.725145 -4.840392 5.026839 0.29 -0.39 -0.71 -0.30
P -8.704016 -5.280956 3.863449 0.82 0.34 -0.88 1.10
O -7.335961 -4.675682 3.944038 -1.92 -0.79 0.25 -0.63
O -9.517104 -4.954739 2.514178 0.80 -1.74 1.32 -0.40
C -9.815938 -3.600807 2.249366 -0.20 0.79 -0.20 -0.61
O -8.751497 -6.888483 3.908101 -0.45 1.27 -1.02 -0.35
C -8.086109 -7.540792 4.964520 0.46 -0.30 0.58 -0.68
H -8.963680 -3.091821 5.802682 0.10 -0.15 0.14 0.26
H -9.934435 -4.083348 6.916061 -0.03 -0.10 -0.23 0.24
H -8.287639 -4.598749 6.497105 -0.03 0.19 -0.02 0.32
H -8.952313 -2.961254 2.451763 -0.11 -0.10 -0.06 0.31
H -10.661689 -3.287078 2.865350 0.06 0.09 -0.05 0.31
H -10.089966 -3.501139 1.195675 0.14 -0.29 0.40 0.20
H -8.674502 -7.461071 5.881488 0.04 -0.02 0.03 0.26
H -7.091799 -7.113915 5.122239 -0.07 -0.02 0.01 0.33
H -7.975128 -8.596820 4.706549 -0.11 0.21 -0.07 0.24
C 12.281201 3.718756 5.884014 -0.61 0.49 0.58 -0.59
O 13.192311 2.894228 5.185266 0.03 -0.51 -0.84 -0.33
P 12.727871 2.334947 3.749377 -0.66 -0.24 -0.71 1.11
O 11.286482 2.557624 3.406981 1.91 -0.10 0.66 -0.59
O 13.191852 0.794957 3.784238 0.32 1.66 -0.81 -0.38
C 12.567211 -0.048473 4.728171 -0.37 -0.45 0.61 -0.65
O 13.788309 2.985934 2.729535 -0.53 -1.69 0.71 -0.35
C 13.656075 4.354211 2.421961 -0.17 0.85 -0.21 -0.57
H 11.464306 3.109865 6.283794 0.02 0.22 -0.09 0.27
H 12.805252 4.196625 6.714981 0.09 -0.18 -0.17 0.24
H 11.881526 4.496253 5.228355 -0.09 -0.10 0.14 0.30
H 11.487834 0.124784 4.755863 0.07 -0.03 0.00 0.31
H 12.996512 0.129944 5.716617 -0.07 -0.03 0.00 0.26
H 12.750792 -1.088550 4.445634 0.04 0.27 -0.09 0.24
H 14.026274 4.960393 3.251954 -0.03 0.03 -0.02 0.27
H 12.613364 4.608042 2.212022 0.07 0.01 0.02 0.23
H 14.253235 4.570270 1.532704 -0.06 -0.18 0.18 0.24
```
Forces are in eV/Å.

The calculation puts the orbital gap at 0.3070 Ha. The calculation puts the total energy at -5213.5170 hartree. The calculation puts the HOMO energy at -8.1 eV.

=====

- Among the records above, which one has the highest orbital gap?
  C30H63I2O23P5

=====

- Which of these has the highest orbital gap?
  C30H63I2O23P5

=====

- HOMO energy of number 1 (C23H29Cl5LaNO2P2)?
  -4.8 eV

=====

- The lowest HOMO energy belongs to which entry?
  C30H63I2O23P5